{"formula": "C3H2O4", "method": "ωB97M-V/def2-TZVPD", "charge": 0, "e_above_lowest_ev": 0.7937, "homo_lumo_gap_ev": 11.72, "e_lumo_ev": 0.300, "multiplicity": 1, "smiles": "O=C1COC(=O)O1", "species": ["O", "O", "C", "C", "O", "H", "C", "O", "H"], "coordinates": [[2.0983, -0.9260, 0.0244], [-0.9176, 0.8089, -0.0353], [0.4652, 0.7583, -0.0779], [-1.3673, -0.4146, 0.0062], [-2.4476, -0.9088, 0.0043], [0.6929, 1.6617, -0.6287], [0.9133, -0.6756, -0.1055], [-0.3285, -1.4241, -0.0856], [0.8913, 1.1201, 0.8981]], "forces_ev_per_angstrom": [[-3.2, -1.1, -0.6], [-1.6, -0.5, 0.4], [1.2, 2.2, 2.2], [-1.1, -4.1, -0.8], [-0.2, 1.8, 0.4], [1.1, -0.8, -1.5], [1.0, 0.5, -0.1], [3.3, 2.5, 0.3], [-0.6, -0.5, -0.2]], "lowdin_charge": [0.141, 0.114, -0.073, -0.505, 0.189, 0.153, -0.322, 0.138, 0.165]}



{"formula": "C4H36NO14", "method": "ωB97M-V/def2-TZVPD", "charge": 1, "e_above_lowest_ev": 1.7900, "homo_lumo_gap_ev": 10.39, "e_lumo_ev": -2.344, "multiplicity": 1, "species": ["O", "H", "C", "H", "H", "N", "H", "H", "O", "H", "O", "O", "H", "H", "H", "C", "H", "H", "C", "H", "H", "H", "O", "H", "O", "O", "H", "H", "H", "H", "H", "H", "H", "H", "H", "O", "H", "O", "H", "O", "H", "H", "O", "H", "H", "H", "C", "H", "H", "O", "H", "O", "H", "H", "O"], "coordinates": [[-1.9194, -2.1176, -0.1453], [1.3109, 0.5969, 2.9821], [-0.8594, 0.9456, 0.7445], [-1.6656, 2.7278, 1.5060], [-2.6908, 1.0759, -0.5467], [0.4374, 1.6138, 0.4746], [-3.6356, 1.5676, 2.7602], [-2.8008, 0.0260, 2.3015], [2.9004, -0.3621, 0.7427], [-3.4795, -0.2205, -2.7630], [-0.1122, -0.6931, 3.4262], [-0.8995, -4.7512, -1.4393], [-3.6472, 1.2437, 1.1279], [2.8854, 0.2333, -1.9472], [-0.4932, 3.4818, -2.5720], [-3.0398, 1.0459, 2.0063], [-0.5421, -0.8558, 4.2647], [1.4144, -3.1565, -0.3946], [-1.6555, 0.7626, -0.5896], [0.8609, 1.9919, 1.3543], [-0.5569, 4.3200, -1.3862], [-2.4030, -1.6617, 0.5343], [1.1473, -2.9082, 2.6665], [1.9646, 3.3195, -3.7937], [-3.6332, -0.5601, -1.8713], [-0.9771, 0.2196, -1.4264], [1.1219, -3.5656, -2.9346], [0.4317, -1.5003, 3.2456], [1.2462, -2.8540, 1.6781], [-1.4620, -4.8500, -0.6570], [3.3755, 3.5564, -0.0294], [2.4759, 2.9592, -1.1429], [0.8615, 2.5571, -4.5580], [-1.5304, -4.3279, -2.0315], [2.2553, -1.0310, 0.5231], [-0.6019, 3.3719, -1.6080], [0.2825, 2.3852, -0.1806], [2.6565, 2.9318, -0.1979], [0.1694, -2.3579, -0.3490], [1.0805, -2.3270, -0.0078], [1.0461, -3.8502, 2.8323], [-1.2099, 1.6228, 2.8349], [3.3322, 0.6941, -2.6664], [1.4777, 1.8655, 3.8051], [3.7085, -0.8648, 0.7464], [1.1310, 1.0006, 0.0453], [-1.6060, 1.6784, 1.8135], [-4.5738, -0.7957, -1.8036], [3.8683, 1.2986, -2.1353], [1.8252, -3.7405, -2.2944], [-0.6906, -0.1208, 0.9759], [1.5894, 1.5449, 2.9148], [1.2604, -4.4623, -1.9556], [-2.4340, -1.9928, -0.9550], [1.0028, 3.2894, -3.9244]], "forces_ev_per_angstrom": [[0.4, -0.8, -0.4], [0.2, 0.8, 0.1], [-0.7, -0.8, -0.1], [-0.2, 0.1, 0.2], [-0.3, -0.1, -0.9], [-0.1, 0.2, -0.1], [0.5, -0.2, 0.4], [-0.8, -0.3, -0.2], [-0.2, 0.7, 0.0], [-0.1, -0.1, 0.1], [0.4, -0.1, -0.4], [-0.5, 0.1, 0.2], [-0.1, -0.9, -0.3], [-0.2, -0.4, -0.1], [0.4, -0.9, 0.1], [1.0, 1.5, -0.3], [-0.1, 0.0, 0.3], [0.5, 0.6, -0.3], [3.2, 0.1, 1.4], [0.0, -0.5, -0.2], [-0.1, -0.4, 0.5], [-0.4, 0.2, 0.5], [0.4, -0.4, -1.0], [-0.4, -0.1, -0.2], [-0.7, -0.4, 0.0], [-1.4, 0.5, -1.0], [0.6, 1.2, -0.8], [-0.5, 0.1, 0.1], [-0.3, 0.3, 0.8], [0.4, -0.1, 0.1], [-0.2, -0.2, -0.1], [0.1, 0.2, -0.1], [0.2, 0.5, 0.5], [0.2, 0.0, -0.4], [-0.7, -0.6, -0.3], [-0.1, 1.3, -0.2], [0.0, 0.1, -0.2], [0.1, 0.1, 0.0], [-0.2, 0.5, 0.3], [-0.4, -0.8, -0.1], [0.0, 0.0, 0.3], [0.7, 0.1, -0.6], [0.0, 0.5, 0.6], [0.0, 0.3, 0.5], [0.7, 0.0, 0.1], [0.1, 0.0, 0.2], [-1.8, 0.2, 1.0], [0.4, 0.2, -0.3], [0.3, 0.0, -0.3], [-1.5, -1.0, -0.1], [0.3, 0.5, 0.5], [-0.1, -0.9, -0.3], [0.9, -0.5, 0.7], [0.0, 0.4, 0.1], [0.2, -0.5, -0.5]], "lowdin_charge": [-0.038, 0.039, -0.287, 0.125, 0.106, 0.197, 0.083, 0.075, -0.035, 0.075, -0.067, -0.043, 0.061, 0.014, 0.037, -0.059, 0.058, 0.051, -0.214, 0.113, 0.076, 0.034, -0.061, 0.051, -0.055, 0.067, 0.051, 0.010, 0.026, 0.055, 0.071, 0.028, 0.074, 0.048, -0.025, -0.059, 0.098, -0.033, 0.039, -0.068, 0.066, 0.103, -0.051, 0.058, 0.053, 0.121, -0.193, 0.079, 0.029, -0.056, 0.136, -0.057, 0.026, 0.030, -0.060]}



{"formula": "CHCl2NO2S", "method": "ωB97M-V/def2-TZVPD", "charge": 0, "e_above_lowest_ev": 0.3720, "homo_lumo_gap_ev": 10.39, "e_lumo_ev": -0.659, "multiplicity": 1, "species": ["C", "H", "O", "S", "O", "Cl", "N", "Cl"], "coordinates": [[3.5545, 1.3311, 0.4797], [0.8452, -0.6581, 0.3448], [0.5155, 1.5908, -0.3635], [-0.8543, 1.4869, 0.0415], [-1.8849, 1.3958, -1.0110], [4.5540, 1.3245, -0.8113], [3.0082, 1.3379, 1.4914], [-0.3509, -1.0166, 0.2326]], "forces_ev_per_angstrom": [[0.5, 0.0, 0.4], [1.0, 0.3, 0.1], [0.1, 0.5, -0.3], [-2.2, 1.0, -1.9], [1.9, 0.2, 1.9], [-0.2, 0.0, -0.2], [-0.3, -0.1, -0.2], [-0.8, -1.9, 0.2]], "lowdin_charge": [-0.833, -0.212, -0.523, 0.724, -0.463, 0.751, 0.100, 0.456]}



{"formula": "C3H10N4", "method": "ωB97M-V/def2-TZVPD", "charge": 2, "e_above_lowest_ev": 3.5410, "homo_lumo_gap_ev": 9.23, "e_lumo_ev": -9.347, "multiplicity": 1, "smiles": "CC(=[NH2+])/[NH+]=C/NN", "species": ["H", "H", "H", "H", "N", "C", "H", "N", "N", "H", "H", "N", "H", "H", "C", "H", "C"], "coordinates": [[-2.3404, 2.1010, -0.0475], [-1.2465, -1.7841, 0.8381], [3.5594, 1.4707, 0.1149], [0.4334, -1.0403, -0.3285], [3.5573, 0.3750, 0.1140], [0.9458, -0.1347, -0.0118], [2.3565, -1.2802, -0.4103], [-2.4586, 1.1341, -0.0196], [2.2623, -0.3151, -0.1024], [4.2908, -0.0668, -0.3494], [-2.9494, -1.1501, 0.2321], [-0.1995, 0.7201, 0.1156], [0.1746, 1.6572, 0.4045], [-1.6186, -1.6506, -0.9198], [-1.8256, -1.1868, 0.0928], [-3.4917, 0.8843, 0.2095], [-1.4499, 0.2664, 0.0680]], "forces_ev_per_angstrom": [[0.6, 2.0, -0.2], [-0.8, 0.6, -0.3], [-0.4, -2.9, -0.3], [1.0, -0.6, 0.2], [-4.7, 2.5, 1.6], [-1.4, -2.2, -1.4], [0.9, 0.1, 0.2], [-1.1, -2.7, 1.2], [0.1, 2.4, 0.1], [1.2, -1.1, -1.3], [1.5, -0.8, 0.1], [6.3, 2.3, 1.1], [-2.0, -0.4, -0.5], [-0.3, 0.5, 0.9], [-0.3, -0.2, -0.7], [2.5, 0.1, -0.8], [-2.9, 0.4, 0.0]], "lowdin_charge": [0.124, 0.129, 0.187, 0.129, 0.155, 0.044, 0.185, 0.265, 0.092, 0.090, 0.130, 0.151, 0.215, 0.144, 0.036, 0.220, -0.296]}



{"formula": "C34H37AsMnNOS2Si", "method": "ωB97M-V/def2-TZVPD", "charge": 2, "e_above_lowest_ev": 0.4679, "s_squared": 6.428, "homo_lumo_gap_ev": [5.59, 8.25], "e_lumo_ev": [-8.235, -5.791], "multiplicity": 5, "species": ["C", "C", "H", "C", "O", "H", "H", "C", "C", "C", "H", "S", "C", "C", "N", "H", "C", "C", "C", "C", "C", "C", "H", "H", "C", "H", "H", "H", "H", "H", "C", "C", "H", "H", "C", "C", "C", "H", "H", "H", "C", "H", "As", "H", "C", "H", "C", "H", "H", "H", "H", "C", "H", "C", "H", "H", "H", "H", "C", "H", "H", "C", "H", "C", "H", "H", "C", "C", "Mn", "C", "H", "H", "S", "H", "C", "C", "C", "Si"], "coordinates": [[0.8416, 2.7881, 1.3564], [-2.5571, -4.9892, -4.0998], [1.9853, -1.7776, -1.6096], [-4.6749, 3.1285, -0.0709], [-2.2579, -1.9850, 0.1572], [-2.7573, -6.2176, -2.3520], [1.9608, -0.6460, 6.1493], [1.3669, -1.0839, 1.5441], [-2.8369, 2.0225, 1.0121], [1.0209, 3.7669, 3.5366], [-4.2238, 4.1019, -1.9281], [-0.1219, -0.5638, 2.3900], [3.9513, -2.5641, 4.5516], [-1.9892, 2.4308, -0.0183], [1.1680, -1.2666, 0.2166], [-0.7298, 2.7625, 2.8435], [2.5895, -1.2707, 2.1843], [-4.1777, 2.3806, 0.9887], [1.5928, -0.6840, 5.1199], [3.4411, -1.8793, -0.0257], [0.2814, 3.0639, 2.6004], [0.8835, 3.4917, -2.0743], [-3.5168, -6.6444, -5.0482], [1.1052, 0.2700, 4.9196], [4.2154, 0.4742, 4.0134], [4.6091, -1.8588, 1.7544], [-2.3151, -5.8423, -6.0599], [0.7188, 4.3191, -1.3935], [-4.8285, 2.0842, 1.8003], [1.4914, 0.5689, -4.5309], [-2.5430, -6.1526, -5.0429], [-2.4505, -3.6805, -4.5693], [-2.3710, -1.5946, -4.0703], [-2.4648, 1.4452, 1.8534], [-2.6048, -2.8618, -2.3363], [3.6230, -1.6864, 1.3386], [1.3180, 1.3849, -3.8427], [0.6073, 0.1042, -2.2861], [4.8676, -2.7488, 3.9894], [0.5838, 4.0010, 4.4978], [-2.7082, -4.1520, -1.8301], [3.7380, 1.3339, 3.5386], [-0.1537, 1.8344, 0.0326], [5.1447, 0.2699, 3.4784], [-4.3760, -1.0282, -1.1169], [1.5955, 4.7559, -3.6471], [0.8204, 1.1299, -2.5733], [-1.8464, 3.4768, -1.9009], [-2.3496, -3.5002, -5.6313], [-4.4247, -0.1478, -0.4776], [4.2516, -2.1987, -0.6639], [2.1918, -1.6511, -0.5547], [-1.8066, -6.8933, -4.7319], [2.3152, 4.1778, 3.2410], [3.3118, -3.4421, 4.4466], [-4.7397, -0.8004, -2.1181], [4.4837, 0.7622, 5.0314], [3.8877, 4.1941, 1.7798], [-2.6800, -5.2042, -2.7246], [4.2356, -2.4926, 5.6032], [0.8417, -1.4741, 5.0846], [1.5985, 2.6886, -4.2255], [1.9906, 2.8876, -5.2135], [1.3793, 3.7403, -3.3450], [-4.9177, -1.8722, -0.6913], [2.8860, 4.7290, 3.9760], [-2.4914, 3.1677, -1.0874], [-3.8339, 3.5169, -1.1061], [-0.8088, -0.5794, 0.2562], [2.1455, 3.1786, 1.0613], [-5.7179, 3.4139, -0.0882], [2.5978, 2.9515, 0.1037], [-2.6589, -1.4873, -1.2531], [-2.7967, -4.3256, -0.7658], [2.8787, 3.8797, 2.0092], [0.6070, 2.1797, -1.6878], [-2.4646, -2.6071, -3.6947], [3.0718, -1.0033, 4.0271]], "forces_ev_per_angstrom": [[0.1, 0.0, -0.1], [0.0, 0.0, 0.0], [0.0, 0.0, 0.0], [0.0, 0.0, 0.0], [0.1, 0.3, -0.2], [0.0, 0.0, 0.0], [0.0, 0.0, 0.0], [0.0, 0.1, 0.2], [-0.1, 0.0, 0.1], [0.0, 0.0, 0.0], [0.0, 0.0, 0.0], [0.3, 0.1, 0.1], [0.0, 0.0, 0.0], [0.0, 0.0, 0.0], [0.3, -0.1, 0.1], [0.0, 0.0, 0.0], [0.1, 0.0, -0.1], [0.0, 0.0, 0.0], [0.1, 0.0, 0.0], [0.0, 0.0, 0.1], [-0.1, 0.1, 0.0], [0.0, 0.0, 0.0], [0.0, 0.0, 0.0], [0.0, 0.0, 0.0], [0.0, 0.0, 0.0], [0.0, 0.0, 0.0], [0.0, 0.0, 0.0], [0.0, 0.0, 0.0], [0.0, 0.0, 0.0], [0.0, 0.0, 0.0], [0.0, 0.0, 0.0], [0.0, 0.0, 0.0], [0.0, 0.0, 0.0], [0.0, 0.0, 0.0], [-0.1, 0.0, 0.0], [0.0, 0.0, -0.1], [0.0, 0.0, 0.0], [0.0, 0.0, 0.0], [0.0, 0.0, 0.0], [0.0, 0.0, 0.0], [0.0, 0.0, 0.0], [0.0, 0.0, 0.0], [-0.2, 0.0, 0.2], [0.0, 0.0, 0.0], [0.0, -0.1, -0.1], [0.0, 0.0, 0.0], [0.0, -0.1, 0.0], [0.0, 0.0, 0.0], [0.0, 0.0, 0.0], [0.0, 0.0, 0.0], [0.0, 0.0, 0.0], [-0.1, 0.0, 0.0], [0.0, 0.0, 0.0], [0.0, 0.0, 0.0], [0.0, 0.0, 0.0], [0.0, 0.0, 0.0], [0.0, 0.0, 0.0], [0.0, 0.0, 0.0], [0.0, 0.0, 0.0], [0.0, 0.0, 0.0], [0.0, 0.0, 0.0], [0.0, 0.0, 0.0], [0.0, 0.0, 0.0], [0.0, 0.0, 0.0], [0.0, 0.0, 0.0], [0.0, 0.0, 0.0], [0.0, 0.0, 0.0], [0.0, 0.0, 0.0], [-0.1, -0.2, -0.1], [0.0, 0.0, 0.0], [0.0, 0.0, 0.0], [-0.1, 0.0, 0.0], [-0.2, 0.0, 0.0], [0.0, 0.0, 0.0], [0.0, 0.0, 0.0], [0.0, 0.1, 0.0], [0.0, 0.0, 0.0], [0.0, 0.0, 0.0]], "lowdin_spin": [-0.007, 0.000, 0.000, -0.005, 0.071, 0.000, -0.001, 0.017, 0.005, 0.000, 0.000, -0.165, 0.000, -0.009, 0.049, 0.000, -0.006, 0.001, -0.007, 0.000, -0.005, -0.007, 0.000, 0.000, 0.000, 0.000, 0.000, 0.000, 0.000, 0.000, 0.000, 0.000, 0.000, 0.002, 0.003, 0.006, 0.000, 0.001, 0.000, 0.000, 0.001, 0.000, -0.121, 0.000, 0.001, 0.000, 0.000, -0.001, 0.000, 0.000, 0.000, 0.008, 0.000, -0.009, 0.000, 0.000, 0.000, 0.000, 0.000, 0.000, -0.003, 0.000, 0.000, -0.002, 0.000, 0.000, -0.008, 0.002, 4.208, -0.008, 0.000, 0.000, 0.017, 0.000, 0.001, -0.028, 0.000, -0.001]}



{"formula": "CH2N4O5", "method": "ωB97M-V/def2-TZVPD", "charge": 0, "e_above_lowest_ev": 1.3239, "homo_lumo_gap_ev": 10.54, "e_lumo_ev": -0.455, "multiplicity": 1, "smiles": "O=[N+]([O-])/N=[N+](\\[O-])O.N=C=O", "species": ["N", "C", "H", "O", "N", "H", "O", "O", "N", "O", "O", "N"], "coordinates": [[1.3340, -0.9652, 0.0481], [-1.9685, -0.2388, 0.2296], [-2.0502, -2.2285, -0.5412], [-1.8551, 0.8029, 0.7298], [-1.9844, -1.3875, -0.0191], [-0.6718, 1.6637, -0.0638], [1.7849, -1.1631, 1.1392], [1.2947, -1.6640, -0.9361], [1.0935, 1.2500, -0.1186], [2.2517, 1.5511, -0.1834], [0.1973, 2.2522, -0.1407], [0.5739, 0.1271, -0.1437]], "forces_ev_per_angstrom": [[0.6, -0.7, -0.8], [0.1, -2.5, 0.3], [-0.1, 0.1, -0.3], [-0.6, 2.3, 0.1], [-0.3, -0.2, -0.1], [1.1, 1.9, 0.3], [0.5, -0.4, 0.2], [0.8, -1.2, 0.1], [1.9, 1.5, -0.5], [0.5, 0.0, 0.4], [-1.9, -1.6, 0.0], [-2.8, 0.7, 0.3]], "lowdin_charge": [-0.435, -0.418, 0.104, 0.125, 0.269, 0.121, 0.137, 0.104, -0.355, 0.130, 0.113, 0.105]}